[1]
An isolated molecule of C21H30NO3P at a distorted geometry, computed with the ωB97M-V functional and the def2-TZVPD basis.

Results
- HOMO (eV) = -7.74
- E_LUMO (eV) = 0.61
- gap between HOMO and LUMO (eV) = 8.3
- SMILES = CC(C)O[P@](=O)(c1ccc(N(C)C)cc1)[C@@H](O)c1ccc(C(C)C)cc1

Each line ends with the Mulliken charge.
Geometry (Å):
1 C 5.46363 0.33400 0.90005  -1.601
2 C 4.02608 0.77621 0.65472  1.145
3 C 3.91645 2.28816 0.49805  -1.356
4 O 3.60071 0.14770 -0.55462  -0.430
5 P 2.17062 -0.45486 -0.92119  0.919
6 O 2.20520 -0.89390 -2.31408  -0.808
7 C 0.84524 0.72005 -0.52978  0.009
8 C 0.53791 1.13759 0.75863  -0.077
9 C -0.58012 1.90390 1.00043  -0.836
10 C -1.45125 2.26590 -0.04014  0.376
11 N -2.58092 2.99679 0.20881  0.283
12 C -3.08919 3.14208 1.55040  -1.203
13 C -3.35380 3.56622 -0.86659  -1.183
14 C -1.12161 1.84680 -1.33875  -0.339
15 C 0.00148 1.08522 -1.56913  -1.143
16 C 1.86251 -1.91508 0.23106  -0.155
17 O 2.52740 -1.74315 1.46063  -0.564
18 C 0.37048 -2.02188 0.33505  0.512
19 C -0.30208 -1.73806 1.51352  -0.669
20 C -1.68413 -1.68133 1.53399  -0.900
21 C -2.42616 -1.89347 0.38203  1.043
22 C -3.92607 -1.73179 0.39863  0.187
23 C -4.64038 -2.98174 -0.11644  -1.601
24 C -4.31644 -0.50042 -0.42327  -1.087
25 C -1.74548 -2.20965 -0.78923  0.035
26 C -0.36782 -2.27988 -0.81423  -1.285
27 H 5.49961 -0.74596 1.01434  0.372
28 H 5.85117 0.80096 1.80154  0.400
29 H 6.08418 0.61540 0.05318  0.352
30 H 3.39922 0.43600 1.48379  -0.009
31 H 2.88583 2.57183 0.29583  0.283
32 H 4.53417 2.61543 -0.33469  0.366
33 H 4.25013 2.78352 1.40639  0.376
34 H 1.17799 0.86078 1.58330  0.407
35 H -0.77811 2.22592 2.01016  0.468
36 H -2.99629 2.20280 2.09936  0.381
37 H -4.14518 3.40292 1.50903  0.413
38 H -2.56100 3.92640 2.10516  0.318
39 H -3.99622 2.82201 -1.35294  0.259
40 H -3.98388 4.36144 -0.47194  0.422
41 H -2.69388 4.00315 -1.61715  0.436
42 H -1.76445 2.08921 -2.16915  0.483
43 H 0.24035 0.74266 -2.56446  0.476
44 H 2.27443 -2.77698 -0.31957  0.587
45 H 2.38238 -2.53170 1.99832  0.383
46 H 0.25368 -1.53235 2.41755  0.258
47 H -2.18984 -1.44654 2.46073  0.294
48 H -4.23982 -1.56393 1.43563  0.436
49 H -5.71804 -2.86351 -0.02385  0.460
50 H -4.40557 -3.16074 -1.16227  0.287
51 H -4.33721 -3.85450 0.45776  0.387
52 H -4.04201 -0.63644 -1.46644  0.285
53 H -3.79777 0.37881 -0.04794  -0.011
54 H -5.38958 -0.32882 -0.36533  0.479
55 H -2.29505 -2.38862 -1.70092  0.282
56 H 0.15217 -2.50555 -1.73267  0.402

[2]
An isolated molecule of C21H30NOP at a distorted geometry, computed with the ωB97M-V functional and the def2-TZVPD basis.

Results
- HOMO (eV) = -8.49
- E_LUMO (eV) = 0.75
- gap between HOMO and LUMO (eV) = 9.2
- SMILES = CCCCN(CCCC)CP(=O)(c1ccccc1)c1ccccc1

Each line ends with the Mulliken charge.
Geometry (Å):
1 C -4.03903 -0.74044 -2.01150  -1.007
2 C -3.32944 -2.06255 -2.27748  -0.835
3 C -1.84856 -2.03516 -1.89869  0.199
4 C -1.63341 -1.99366 -0.38688  -1.086
5 N -0.22177 -1.91152 -0.04882  1.211
6 C 0.48274 -3.18452 -0.13221  -1.074
7 C 1.91009 -2.99702 -0.64918  -0.718
8 C 1.92058 -2.55563 -2.11045  0.417
9 C 3.31889 -2.18096 -2.58458  -1.601
10 C -0.00793 -1.26466 1.22253  -1.469
11 P -0.60347 0.49702 1.19016  0.985
12 O -1.96101 0.66996 1.73035  -0.858
13 C 0.64231 1.38914 2.18657  0.400
14 C 0.67937 1.06165 3.53630  -0.554
15 C 1.56233 1.70310 4.38452  -0.671
16 C 2.40817 2.68122 3.88491  -0.455
17 C 2.36431 3.01730 2.54223  -0.712
18 C 1.48241 2.37347 1.69020  -0.148
19 C -0.38214 1.04718 -0.52272  0.526
20 C -1.43579 1.70359 -1.13922  -0.834
21 C -1.31412 2.12000 -2.45361  -0.633
22 C -0.14000 1.87632 -3.14735  -0.488
23 C 0.91579 1.22458 -2.52751  -0.945
24 C 0.79875 0.81054 -1.21356  -0.125
25 H -3.54893 0.06489 -2.55409  0.144
26 H -4.02974 -0.49610 -0.95309  0.298
27 H -5.07520 -0.79703 -2.33805  0.430
28 H -3.82764 -2.86196 -1.72368  0.359
29 H -3.41207 -2.29779 -3.34148  0.358
30 H -1.37218 -1.15926 -2.34306  -0.133
31 H -1.36169 -2.92123 -2.31136  0.413
32 H -2.11142 -2.86929 0.08475  0.359
33 H -2.11339 -1.09900 0.01174  0.264
34 H -0.05335 -3.83593 -0.82458  0.521
35 H 0.50332 -3.68875 0.84847  0.290
36 H 2.42253 -2.24844 -0.04148  0.237
37 H 2.45454 -3.93785 -0.54148  0.483
38 H 1.25062 -1.70202 -2.21896  -0.279
39 H 1.53215 -3.36544 -2.73224  0.358
40 H 3.99875 -3.02409 -2.47849  0.418
41 H 3.30142 -1.88552 -3.63115  0.391
42 H 3.71280 -1.35152 -2.00061  0.312
43 H -0.54631 -1.75858 2.05567  0.346
44 H 1.05944 -1.27497 1.45695  0.580
45 H -0.00207 0.30857 3.90857  0.400
46 H 1.59102 1.44634 5.43338  0.393
47 H 3.09771 3.18661 4.54505  0.382
48 H 3.01770 3.78646 2.15649  0.396
49 H 1.44418 2.63956 0.64342  0.373
50 H -2.34201 1.87417 -0.57555  0.488
51 H -2.13287 2.63195 -2.93834  0.465
52 H -0.04528 2.19514 -4.17526  0.407
53 H 1.82930 1.03757 -3.07344  0.419
54 H 1.61292 0.30265 -0.71958  0.602

[3]
A structure of composition C21H31AlBeCaCl10F2InN4NaO9PS3 at a distorted geometry, computed with the ωB97M-V functional and the def2-TZVPD basis.

Results
- HOMO (eV) = -14.24
- charge = +3
- E_LUMO (eV) = -12.05
- gap between HOMO and LUMO (eV) = 2.2

Each line ends with the Mulliken charge.
Geometry (Å):
1 C -1.37689 -1.32186 0.33092  -0.264
2 C 0.12552 -0.79853 -0.11021  -0.333
3 P 0.02184 -0.41671 -1.95158  0.033
4 C 0.61343 -1.85061 -3.00736  -0.413
5 C 2.19302 -2.01927 -3.09115  -0.923
6 In 1.09869 1.82175 -2.57474  1.015
7 O 2.56736 1.60527 -4.05797  -0.741
8 C -0.51943 3.22717 -3.27273  -1.085
9 C -1.38965 3.93003 -2.13537  -0.830
10 C -2.06256 2.94816 -1.09385  0.459
11 C -3.64399 2.75969 -1.30413  -0.786
12 C -4.00134 1.33383 -1.94038  0.350
13 C -5.56539 1.01754 -1.88859  -0.288
14 C -6.12671 0.79790 -0.42256  -0.599
15 S -5.49621 -0.73500 0.37729  -0.062
16 C -4.27697 -0.30713 1.63613  0.332
17 N -3.79860 -1.27530 2.50476  -0.472
18 N -2.85799 -0.69610 3.29902  0.243
19 C -2.77413 0.62942 2.89922  -0.053
20 O -3.64045 0.92883 1.86557  -0.201
21 C 2.16062 2.53654 -0.67292  0.044
22 C 1.45887 3.16886 0.45837  0.252
23 C 2.12387 3.62709 1.78005  -0.235
24 C 3.58429 3.42824 1.94265  -0.681
25 C 4.37061 2.80112 0.82707  -0.242
26 C 3.69478 2.33793 -0.51716  -0.413
27 H -2.01107 -0.39633 0.36434  -0.669
28 H -1.35743 -1.91488 1.30685  0.441
29 H -1.73941 -1.92919 -0.55950  0.370
30 H 0.28078 0.15082 0.49644  0.106
31 H 0.92709 -1.56324 0.18104  0.391
32 H 0.10020 -1.77051 -4.00750  0.450
33 H 0.20362 -2.80470 -2.52931  0.279
34 H 2.72509 -1.98114 -2.10033  0.250
35 H 2.38778 -3.06137 -3.50907  0.383
36 H 2.60438 -1.30653 -3.86175  0.208
37 H 2.25995 0.88603 -4.63913  0.210
38 H -0.08613 3.97133 -4.01295  0.431
39 H -1.24929 2.59795 -3.88418  0.236
40 H -2.25082 4.45235 -2.67002  0.415
41 H -0.77016 4.74300 -1.66142  0.347
42 H -1.95295 3.43666 -0.06826  0.345
43 H -1.56094 1.93929 -1.00701  -0.623
44 H -4.09098 2.73270 -0.25604  0.225
45 H -4.07656 3.61028 -1.90179  0.402
46 H -3.68959 1.40544 -3.02929  0.268
47 H -3.39138 0.51461 -1.44996  -0.101
48 H -6.09185 1.92710 -2.32721  0.469
49 H -5.76842 0.16382 -2.61360  -0.410
50 H -7.25566 0.69029 -0.49328  0.475
51 H -5.94315 1.69788 0.23497  0.411
52 H -2.03339 1.32795 3.37960  0.450
53 H 0.35201 3.33302 0.38363  0.051
54 H 1.46804 4.08119 2.57213  0.417
55 H 4.05063 3.73972 2.92256  0.400
56 H 5.46627 2.66972 1.00363  0.518
57 H 4.32597 1.85098 -1.31164  0.618
58 Ca -5.59857 -1.35812 -3.45722  1.074
59 Cl 5.82174 3.12434 -1.14114  -0.231
60 Be -5.46387 -3.23576 -0.57575  0.511
61 N 1.02531 -2.41582 3.93320  -0.292
62 S 2.41928 -2.35305 4.70424  1.039
63 O 2.36189 -2.24615 6.12473  -0.474
64 O 3.49513 -1.66839 4.04647  -0.616
65 F 2.86978 -3.86492 4.52702  -0.261
66 S 0.26839 -1.04967 3.99471  0.993
67 O -1.14414 -1.15560 3.59250  -0.528
68 O 0.93966 0.12581 3.50427  -0.547
69 F 0.12521 -0.75296 5.53253  -0.254
70 N -3.01853 -5.99586 -1.40610  0.981
71 O -1.94134 -6.28832 -1.91579  -0.481
72 O -3.69407 -6.84293 -0.83898  -0.511
73 O -3.42725 -4.80058 -1.46866  -0.521
74 Na 0.47974 -3.07182 1.29407  0.908
75 C 8.28097 0.61748 -3.33717  0.314
76 Cl 8.45984 0.53400 -1.58103  -0.026
77 Cl 6.56272 0.74027 -3.75840  0.108
78 Cl 9.15029 2.05477 -3.95545  0.059
79 Cl 8.96894 -0.85095 -4.07733  0.005
80 C 2.02245 -5.06950 8.65166  0.323
81 Cl 0.73218 -4.25125 7.74617  -0.079
82 Cl 3.54482 -4.95412 7.74893  -0.089
83 Cl 2.21369 -4.29556 10.23441  -0.089
84 Cl 1.59602 -6.77591 8.87489  -0.091
85 Cl -4.27457 0.49012 -5.73337  -0.625
86 Al 8.90904 0.93739 -6.09566  0.532

| no. | total energy (a.u.) |
| --- | --- |
| 1 | -1440.099210 |
| 2 | -1289.587721 |
| 3 | -9337.928559 |